[1]
{
  "formula": "C32H20Cl6NO3PRe",
  "method": "ωB97M-V/def2-TZVPD",
  "total_charge": 2,
  "s_squared": 3.795,
  "spin_multiplicity": 4,
  "e_homo_ev": [-13.721, -13.718],
  "lumo_ev": [-7.65, -8.37],
  "relative_energy_kj_mol": 156.2,
  "symbols": ["Re", "Cl", "C", "C", "C", "Cl", "C", "Cl", "C", "Cl", "C", "Cl", "O", "N", "C", "C", "C", "C", "C", "C", "C", "P", "C", "C", "C", "C", "C", "C", "C", "C", "C", "C", "C", "C", "H", "H", "H", "H", "H", "H", "H", "H", "H", "H", "H", "H", "H", "H", "H", "H", "Cl", "C", "C", "C", "C", "C", "C", "C", "O", "O", "H", "H", "H", "H"],
  "positions_angstrom": [[0.620, -0.599, 0.819], [-1.355, -0.691, 4.267], [0.353, -0.478, 4.130], [0.933, -0.340, 2.873], [2.314, -0.119, 2.878], [2.884, -0.006, 1.215], [3.128, -0.037, 3.978], [4.807, 0.225, 3.828], [2.501, -0.181, 5.229], [3.435, -0.075, 6.642], [1.116, -0.405, 5.299], [0.376, -0.576, 6.827], [-1.230, -2.589, 1.616], [-1.163, -1.530, 0.716], [-2.066, -1.577, -0.211], [-2.211, -0.694, -1.332], [-3.122, -1.113, -2.311], [-3.352, -0.360, -3.445], [-2.693, 0.847, -3.614], [-1.801, 1.296, -2.643], [-1.542, 0.537, -1.518], [-0.457, 1.258, -0.259], [-1.521, 2.373, 0.667], [-2.272, 1.902, 1.744], [-3.203, 2.736, 2.338], [-3.386, 4.028, 1.862], [-2.624, 4.499, 0.800], [-1.688, 3.676, 0.198], [0.909, 2.172, -0.963], [1.514, 3.110, -0.114], [2.641, 3.785, -0.545], [3.167, 3.516, -1.804], [2.575, 2.572, -2.634], [1.448, 1.883, -2.216], [-1.400, -2.199, 2.496], [-2.779, -2.394, -0.134], [-3.642, -2.055, -2.179], [-4.050, -0.708, -4.193], [-2.873, 1.449, -4.494], [-1.300, 2.246, -2.774], [-2.112, 0.897, 2.118], [-3.789, 2.385, 3.177], [-4.123, 4.672, 2.321], [-2.757, 5.512, 0.444], [-1.091, 4.048, -0.626], [1.084, 3.308, 0.862], [3.103, 4.525, 0.095], [4.049, 4.047, -2.140], [2.998, 2.368, -3.608], [1.006, 1.121, -2.847], [2.099, -7.599, -0.985], [1.727, -5.955, -1.296], [1.453, -5.539, -2.594], [1.159, -4.211, -2.840], [1.145, -3.289, -1.796], [1.420, -3.722, -0.502], [1.706, -5.047, -0.242], [0.814, -1.860, -2.116], [0.369, -1.523, -3.187], [1.002, -0.990, -1.129], [1.471, -6.256, -3.403], [0.943, -3.866, -3.841], [1.419, -3.019, 0.334], [1.920, -5.388, 0.762]]
}

[2]
{
  "formula": "C32H21F6N6O7PbS3",
  "method": "ωB97M-V/def2-TZVPD",
  "total_charge": -1,
  "e_homo_ev": -6.404,
  "lumo_ev": 2.03,
  "relative_energy_kj_mol": 0.0,
  "symbols": ["Pb", "F", "C", "F", "F", "S", "O", "O", "N", "S", "O", "O", "C", "F", "F", "F", "C", "C", "C", "C", "N", "C", "C", "C", "C", "C", "C", "C", "H", "H", "H", "H", "H", "H", "H", "H", "O", "C", "N", "S", "O", "O", "C", "C", "C", "C", "C", "C", "H", "H", "H", "H", "N", "C", "C", "C", "C", "C", "C", "N", "C", "C", "C", "C", "N", "C", "C", "H", "H", "H", "H", "H", "H", "H", "H", "H"],
  "positions_angstrom": [[-0.861, -2.539, 0.531], [-1.192, -0.291, 5.364], [-2.009, -1.334, 5.193], [-2.494, -1.690, 6.379], [-3.015, -0.959, 4.409], [-1.045, -2.703, 4.427], [-0.613, -2.146, 3.160], [-0.021, -3.023, 5.374], [-2.194, -3.762, 4.326], [-2.306, -4.949, 3.313], [-1.621, -4.734, 2.061], [-3.642, -5.451, 3.293], [-1.317, -6.288, 4.105], [-0.036, -5.931, 4.203], [-1.392, -7.396, 3.365], [-1.777, -6.562, 5.325], [0.070, -2.568, -4.124], [1.388, -2.996, -4.167], [2.011, -3.424, -3.008], [1.309, -3.413, -1.803], [0.043, -2.975, -1.778], [-0.565, -2.575, -2.897], [1.880, -3.858, -0.501], [3.130, -4.479, -0.457], [3.662, -4.901, 0.749], [2.945, -4.705, 1.921], [1.700, -4.090, 1.874], [1.141, -3.658, 0.674], [-0.454, -2.210, -4.999], [1.935, -2.990, -5.101], [3.040, -3.747, -3.039], [-1.583, -2.222, -2.789], [3.698, -4.652, -1.363], [4.631, -5.384, 0.773], [3.350, -5.033, 2.870], [1.161, -3.950, 2.802], [-0.631, 3.614, -2.379], [-1.476, 2.727, -2.563], [-1.236, 1.432, -2.790], [-2.577, 0.575, -2.978], [-2.709, 0.056, -4.319], [-2.712, -0.402, -1.916], [-3.716, 1.914, -2.728], [-5.095, 1.937, -2.713], [-5.708, 3.164, -2.485], [-4.950, 4.315, -2.282], [-3.561, 4.266, -2.299], [-2.955, 3.045, -2.526], [-5.675, 1.037, -2.867], [-6.789, 3.227, -2.462], [-5.453, 5.256, -2.103], [-2.955, 5.148, -2.136], [1.577, 4.249, -0.763], [2.161, 5.475, -0.571], [2.003, 6.700, -1.215], [2.776, 7.748, -0.758], [3.680, 7.586, 0.306], [3.832, 6.371, 0.942], [3.056, 5.299, 0.499], [3.001, 3.994, 0.952], [2.113, 3.421, 0.178], [1.677, 2.023, 0.273], [1.125, 1.392, -0.832], [0.594, 0.128, -0.676], [0.618, -0.527, 0.484], [1.200, 0.057, 1.539], [1.737, 1.326, 1.478], [0.797, 4.010, -1.391], [1.307, 6.819, -2.035], [2.686, 8.719, -1.230], [4.267, 8.436, 0.630], [4.526, 6.240, 1.762], [1.039, 1.880, -1.791], [0.094, -0.345, -1.510], [1.197, -0.515, 2.459], [2.173, 1.789, 2.352]]
}

[3]
{
  "formula": "C32H22BCl80F4O5S2",
  "method": "ωB97M-V/def2-TZVPD",
  "total_charge": -1,
  "e_homo_ev": -5.458,
  "lumo_ev": 1.09,
  "symbols": ["C", "C", "O", "C", "S", "O", "O", "C", "F", "F", "F", "O", "B", "C", "C", "C", "S", "C", "C", "O", "C", "C", "C", "F", "H", "H", "H", "H", "H", "H", "H", "H", "H", "H", "H", "H", "H", "H", "H", "H", "H", "H", "H", "H", "H", "H", "C", "Cl", "Cl", "Cl", "Cl", "C", "Cl", "Cl", "Cl", "Cl", "C", "Cl", "Cl", "Cl", "Cl", "C", "Cl", "Cl", "Cl", "Cl", "C", "Cl", "Cl", "Cl", "Cl", "C", "Cl", "Cl", "Cl", "Cl", "C", "Cl", "Cl", "Cl", "Cl", "C", "Cl", "Cl", "Cl", "Cl", "C", "Cl", "Cl", "Cl", "Cl", "C", "Cl", "Cl", "Cl", "Cl", "C", "Cl", "Cl", "Cl", "Cl", "C", "Cl", "Cl", "Cl", "Cl", "C", "Cl", "Cl", "Cl", "Cl", "C", "Cl", "Cl", "Cl", "Cl", "C", "Cl", "Cl", "Cl", "Cl", "C", "Cl", "Cl", "Cl", "Cl", "C", "Cl", "Cl", "Cl", "Cl", "C", "Cl", "Cl", "Cl", "Cl", "C", "Cl", "Cl", "Cl", "Cl", "C", "Cl", "Cl", "Cl", "Cl"],
  "positions_angstrom": [[-1.980, 0.611, 4.013], [-1.141, 1.060, 2.820], [-1.976, 1.644, 1.806], [-1.258, 2.426, 0.899], [-0.854, 4.078, 1.638], [-1.823, 5.089, 1.255], [-0.584, 3.986, 3.066], [0.753, 4.658, 0.881], [0.734, 4.572, -0.437], [0.842, 5.940, 1.234], [1.789, 4.019, 1.371], [-0.071, 1.789, 0.582], [-0.043, 1.424, -0.896], [-0.604, -0.075, -1.296], [-0.529, -1.155, -0.196], [1.555, 1.520, -1.356], [2.538, 1.066, 0.122], [4.210, 0.633, -0.471], [5.207, 1.815, -0.308], [-0.961, 2.462, -1.442], [-1.993, 2.480, -0.488], [-3.052, 3.551, -0.765], [-3.975, 3.119, -1.906], [-5.270, 3.669, -1.748], [-2.759, -0.092, 3.679], [-2.406, 1.455, 4.567], [-1.310, 0.037, 4.669], [-0.374, 1.760, 3.162], [-0.618, 0.184, 2.422], [-0.079, -0.482, -2.177], [-1.663, -0.001, -1.610], [-1.285, -0.970, 0.587], [0.469, -1.202, 0.264], [-0.780, -2.151, -0.608], [1.781, 0.764, -2.119], [1.853, 2.510, -1.731], [4.544, -0.193, 0.170], [4.196, 0.326, -1.522], [6.214, 1.461, -0.045], [4.853, 2.478, 0.497], [5.237, 2.401, -1.235], [-2.562, 1.526, -0.459], [-3.646, 3.721, 0.145], [-2.589, 4.519, -1.006], [-3.579, 3.443, -2.881], [-4.082, 2.023, -1.923], [4.272, -0.797, -4.883], [5.317, 0.264, -3.937], [4.876, -2.456, -4.796], [2.641, -0.727, -4.223], [4.258, -0.265, -6.570], [0.850, -0.693, 7.647], [1.284, 0.398, 6.332], [-0.878, -1.057, 7.571], [1.768, -2.193, 7.492], [1.226, 0.067, 9.202], [0.789, -2.831, 3.099], [0.895, -4.029, 1.809], [-0.921, -2.424, 3.355], [1.466, -3.495, 4.598], [1.686, -1.386, 2.637], [4.000, 0.532, 12.713], [3.618, -0.050, 14.338], [2.516, 1.051, 11.910], [5.118, 1.895, 12.824], [4.744, -0.769, 11.780], [2.758, -6.201, -5.735], [2.267, -4.587, -5.239], [4.525, -6.307, -5.723], [2.089, -7.406, -4.628], [2.167, -6.527, -7.373], [-1.516, -6.963, -0.073], [-1.233, -8.665, 0.305], [0.011, -6.214, -0.554], [-2.689, -6.814, -1.386], [-2.143, -6.132, 1.355], [-1.660, 4.278, -5.827], [-1.570, 3.188, -7.216], [-3.335, 4.796, -5.550], [-1.081, 3.496, -4.364], [-0.682, 5.716, -6.165], [-2.891, -0.345, -5.266], [-3.461, 1.305, -5.032], [-1.302, -0.507, -4.526], [-4.024, -1.477, -4.515], [-2.786, -0.690, -7.004], [4.562, -5.735, 2.689], [6.002, -6.470, 1.971], [4.631, -3.984, 2.477], [3.116, -6.364, 1.899], [4.508, -6.121, 4.415], [6.676, -8.652, -2.630], [5.041, -8.433, -3.252], [6.612, -9.252, -0.971], [7.540, -9.819, -3.642], [7.526, -7.103, -2.665], [0.113, -11.263, -5.956], [0.297, -12.501, -7.206], [-1.604, -10.953, -5.684], [0.853, -11.832, -4.453], [0.906, -9.774, -6.466], [0.132, 9.515, 2.527], [-0.678, 7.992, 2.870], [-1.058, 10.709, 1.984], [0.926, 10.113, 3.991], [1.338, 9.271, 1.258], [-4.051, 7.703, -1.135], [-2.402, 7.891, -0.537], [-4.703, 9.289, -1.591], [-4.049, 6.641, -2.543], [-5.058, 6.998, 0.131], [-5.941, 1.148, 5.067], [-7.220, 0.145, 4.365], [-6.646, 2.221, 6.287], [-4.745, 0.097, 5.842], [-5.183, 2.103, 3.803], [-1.097, 9.597, 7.828], [-1.318, 11.354, 7.825], [-2.392, 8.849, 8.774], [-1.130, 8.999, 6.175], [0.464, 9.208, 8.566], [4.814, 5.707, -2.651], [4.649, 7.469, -2.580], [3.500, 4.952, -1.762], [4.765, 5.183, -4.340], [6.368, 5.242, -1.942], [-7.544, 1.183, -6.730], [-8.746, 1.804, -7.871], [-6.665, -0.159, -7.472], [-6.405, 2.460, -6.314], [-8.356, 0.618, -5.267], [5.778, -7.877, 8.009], [4.899, -9.340, 8.463], [4.626, -6.612, 7.567], [6.756, -7.329, 9.375], [6.828, -8.222, 6.632], [-5.413, -9.922, -0.477], [-5.696, -9.471, -2.164], [-6.915, -10.549, 0.218], [-4.170, -11.174, -0.404], [-4.890, -8.502, 0.422], [-3.479, 4.818, -10.495], [-4.616, 5.578, -11.619], [-2.634, 3.500, -11.319], [-2.302, 6.017, -9.948], [-4.351, 4.179, -9.107]]
}